(1)
{"formula": "C22H61Li2O13", "method": "the ωB97M-V functional and the def2-TZVPD basis", "symbols": ["O", "O", "O", "O", "O", "O", "O", "O", "O", "O", "O", "O", "O", "C", "C", "C", "C", "C", "C", "C", "C", "C", "C", "C", "C", "C", "C", "C", "C", "C", "C", "C", "C", "C", "C", "Li", "Li", "H", "H", "H", "H", "H", "H", "H", "H", "H", "H", "H", "H", "H", "H", "H", "H", "H", "H", "H", "H", "H", "H", "H", "H", "H", "H", "H", "H", "H", "H", "H", "H", "H", "H", "H", "H", "H", "H", "H", "H", "H", "H", "H", "H", "H", "H", "H", "H", "H", "H", "H", "H", "H", "H", "H", "H", "H", "H", "H", "H", "H"], "coordinates": [[1.0862, 0.0505, 4.1279], [3.2023, 4.9032, 0.4829], [-1.4310, 5.7201, 0.2355], [-3.7774, -1.7592, -0.3062], [-4.2220, 4.6048, 0.3654], [2.1217, -4.3395, 1.5651], [1.9831, 3.8517, -1.8233], [1.3769, 1.0208, -0.1673], [1.5432, 2.8708, 2.0562], [-0.3066, -4.3815, -5.0299], [6.3608, -1.6744, 1.9078], [3.6752, -1.8136, 0.4806], [1.2262, 2.0278, -3.9036], [-5.0396, -2.3448, 1.6430], [0.9559, 3.4861, -3.9163], [0.4722, -2.6720, 2.2617], [2.4979, 5.1249, 1.6937], [0.4725, -3.8071, -0.0449], [-1.3920, -2.6489, -3.7797], [-0.7287, -1.0084, 5.2220], [0.7220, 3.9299, -2.4948], [0.7538, -3.9288, 1.4525], [1.2663, 4.2264, 1.8443], [0.2343, -2.1468, -5.6525], [-0.8706, -3.0792, -5.1370], [0.2802, 0.1799, -0.0882], [-0.6925, 0.1413, -1.2680], [-2.2304, 5.3697, -0.8622], [-0.8178, 1.4794, 4.5394], [-4.7547, -2.6903, 0.1670], [-0.3318, 0.0675, 4.2152], [-4.2563, -4.1544, 0.0226], [4.7330, -2.8128, 0.4955], [6.0462, -2.0662, 0.5560], [-3.2257, 4.2366, -0.5540], [2.1758, 1.6822, -2.2437], [3.1554, 0.0259, -0.0698], [-4.1751, -2.6520, 2.2503], [1.8800, 3.9416, -4.2728], [-2.3080, -3.1775, -3.5132], [-0.6271, 2.1372, 3.6840], [-0.1750, -1.1218, -5.6058], [-0.6107, -2.8360, -3.0406], [1.3846, 0.7860, 3.5752], [-1.3888, 0.9776, -1.1740], [-3.8115, 4.6766, 1.2337], [-0.2061, -1.9580, 5.1015], [6.0715, -1.1216, -0.0085], [2.2414, -4.6301, 2.4802], [-0.1809, -4.7971, -5.8849], [1.5399, 2.3776, 1.2154], [1.9502, 4.1174, -0.8894], [-5.0188, -4.6637, -0.5679], [-3.6979, 3.8899, -1.4748], [0.6783, 4.3710, 0.9293], [-1.2414, -0.7988, -1.2521], [0.1017, -2.9525, 3.2491], [0.0861, -4.7136, 1.8270], [-2.5992, 3.4018, -0.2013], [3.7634, 4.1249, 0.5117], [0.5341, -0.8810, 0.0836], [-0.1726, 0.2135, -2.2319], [-0.7635, -0.2318, 3.2519], [1.0885, -2.1518, -4.9794], [0.4215, -2.2485, -6.7196], [-3.3204, -4.2224, -0.5337], [-1.6887, -3.0425, -5.8658], [0.7920, 4.6538, 2.7334], [4.5357, -3.4621, 1.3423], [-0.0037, 3.3131, -1.9562], [4.6782, -3.3720, -0.4427], [-5.8988, -2.8908, 2.0313], [-5.0041, -1.2652, 1.7807], [5.7505, -0.9840, 2.1862], [-0.3670, -2.0664, 1.9100], [0.4127, 4.9773, -2.4675], [-1.6838, -1.5984, -3.7774], [-1.6483, 5.0070, -1.7083], [-0.2217, 1.9513, 5.3231], [0.1136, 3.6236, -4.5878], [-1.8805, 1.5202, 4.7733], [6.9381, -2.6255, 0.2703], [-0.5958, -3.8121, -0.2718], [0.9941, 1.7557, -4.7957], [-1.9241, 6.0200, 1.0012], [2.1105, 6.1391, 1.6237], [-2.9129, -2.1754, -0.2482], [-5.6562, -2.4594, -0.4065], [0.9024, -4.6100, -0.6415], [-0.5530, -0.8133, 6.2812], [1.3434, -2.0277, 2.3880], [-1.7914, -1.1712, 5.0273], [2.8607, -2.2501, 0.7847], [-4.1396, -4.6228, 0.9965], [-0.3838, 0.4582, 0.7477], [3.1075, 4.9115, 2.5769], [-2.7728, 6.2526, -1.2172], [0.8786, -2.8629, -0.4267]], "forces_ev_per_angstrom": [[0.5, 0.0, -0.3], [-0.1, 0.0, -0.6], [1.2, -0.4, 0.0], [0.2, 0.1, -0.3], [0.0, 0.0, 0.1], [-0.1, 0.1, 0.5], [0.4, -1.2, -0.6], [2.1, 0.2, -1.2], [0.4, -0.5, 0.1], [-0.4, -0.3, 0.7], [-0.2, -0.1, -0.1], [-0.5, 0.4, 0.0], [-0.1, 0.8, 0.1], [1.2, -0.4, -0.1], [0.5, -1.0, 0.4], [-0.6, 0.0, 0.5], [-0.5, -1.1, 0.2], [0.1, 0.5, -0.2], [-0.1, -0.2, -0.1], [-0.4, -0.1, 0.0], [0.2, 0.6, 0.5], [-0.7, -0.3, -0.8], [0.5, 0.9, -0.5], [-1.4, 1.4, 0.3], [0.8, 0.3, -0.8], [-1.2, -0.9, 0.3], [0.5, 0.6, -0.2], [-1.8, 0.0, -0.2], [0.3, 0.3, -0.3], [0.6, 0.2, 1.1], [0.3, 0.0, 0.5], [-1.0, 0.7, -0.5], [0.1, 0.5, -1.0], [0.7, 0.8, 1.7], [1.1, 0.1, -0.2], [-0.9, 0.5, 0.6], [-0.9, -0.2, 0.6], [-0.1, -0.3, -0.1], [-0.3, 0.4, -0.2], [0.2, -0.3, 0.1], [-0.2, -0.2, -0.2], [0.1, -0.1, 0.1], [-0.1, 0.1, 0.2], [-0.2, 0.1, 0.1], [-0.1, -0.1, -0.3], [-0.2, -0.1, 0.0], [0.0, 0.1, -0.6], [-0.4, -0.4, -0.6], [0.2, 0.0, -0.2], [-0.1, 0.2, -0.2], [-0.3, -0.1, -0.1], [0.0, 0.3, -0.1], [0.2, -0.5, 0.2], [-0.2, 0.2, 0.0], [-0.5, 0.0, 0.4], [-0.2, 0.1, 0.0], [0.5, 0.0, 0.2], [0.3, -0.1, 0.0], [-0.3, -0.1, 0.2], [0.0, 0.0, 0.5], [0.4, 0.2, 0.2], [-0.1, -0.1, 0.0], [0.0, 0.0, -0.1], [0.3, -0.3, -0.3], [0.6, -0.6, 0.1], [0.0, 0.1, 0.0], [0.0, -0.2, 0.1], [-0.6, -0.3, -0.2], [0.4, -0.1, 0.0], [-0.2, 0.0, -0.3], [-0.1, -0.1, 0.1], [-0.2, 0.5, 0.0], [-0.9, 0.0, -0.1], [0.0, -0.1, 0.1], [0.2, -0.1, -0.5], [-0.3, -0.1, -0.2], [0.3, 0.1, -0.1], [0.6, 0.2, 0.3], [-0.2, -0.4, 0.4], [-0.1, 0.4, 0.2], [0.0, 0.0, 0.1], [-0.5, -0.4, -0.3], [0.0, 0.1, 0.2], [0.2, -0.6, 0.1], [-0.4, 0.1, -0.2], [0.4, 0.2, 0.3], [0.0, 0.0, 0.1], [0.1, -0.4, -0.1], [0.1, -0.1, 0.3], [-0.2, 0.7, -0.1], [0.0, 0.0, 0.0], [-0.1, -0.2, 0.5], [0.2, -0.2, 0.1], [0.0, -0.1, 0.0], [0.4, 0.0, 0.3], [0.3, 0.6, -0.1], [-0.1, 0.0, 0.0], [0.0, -0.1, -0.1]], "mulliken_charge": [-0.592, -0.507, -0.473, -0.474, -0.517, -0.556, -0.579, -0.750, -0.310, -0.554, -0.514, -0.576, -0.437, -1.323, -0.599, -0.602, -0.574, -0.748, -0.973, -1.564, 0.024, -0.148, -0.028, -1.132, 0.359, 1.450, -0.128, -0.166, -1.304, 0.601, 1.521, -1.314, -0.171, -0.502, -0.566, 0.770, 0.797, 0.240, 0.285, 0.349, 0.176, 0.194, 0.099, 0.287, -0.056, 0.343, 0.350, 0.181, 0.343, 0.332, 0.176, 0.213, 0.325, 0.396, -0.048, -0.311, 0.363, 0.529, 0.266, 0.262, -1.067, 0.231, -0.368, 0.278, 0.426, 0.341, 0.275, 0.435, 0.280, 0.060, 0.302, 0.378, 0.366, 0.287, -0.159, 0.446, 0.363, 0.139, 0.364, 0.476, 0.396, 0.339, 0.016, 0.186, 0.301, 0.339, 0.124, 0.349, 0.507, 0.381, 0.538, 0.359, 0.236, 0.341, -0.089, 0.345, 0.293, 0.047], "e_homo_ev": -11.90, "total_energy_ha": -1867.77956, "total_charge": 1, "largest_force_ev_per_a": 2.5, "multiplicity": 1, "e_lumo_ev": -3.709}

(2)
{"formula": "C22H62Ag4N8O9", "method": "the ωB97M-V functional and the def2-TZVPD basis", "symbols": ["Ag", "Ag", "Ag", "Ag", "O", "O", "O", "O", "O", "O", "O", "O", "O", "N", "N", "N", "N", "N", "N", "N", "N", "C", "C", "C", "C", "C", "C", "C", "C", "C", "C", "C", "C", "C", "C", "C", "C", "C", "C", "C", "C", "C", "C", "H", "H", "H", "H", "H", "H", "H", "H", "H", "H", "H", "H", "H", "H", "H", "H", "H", "H", "H", "H", "H", "H", "H", "H", "H", "H", "H", "H", "H", "H", "H", "H", "H", "H", "H", "H", "H", "H", "H", "H", "H", "H", "H", "H", "H", "H", "H", "H", "H", "H", "H", "H", "H", "H", "H", "H", "H", "H", "H", "H", "H", "H"], "coordinates": [[-3.3011, 0.8674, -2.9792], [-2.7683, -2.4468, 2.4362], [-3.5946, 0.9458, 0.7899], [-0.4156, 2.7986, -0.3791], [-4.4244, 1.2820, 2.9421], [-2.8277, -4.6680, 1.6417], [0.9849, -3.7740, -2.9972], [-1.7251, -0.5423, 1.5695], [-2.2305, 3.0559, 1.2817], [-1.4032, 0.9748, -4.2446], [2.8687, 5.2934, 2.0524], [-1.9791, 0.9794, -1.1063], [1.8952, -0.5790, 0.5824], [3.3692, -2.1850, -3.0672], [-5.2082, 0.6275, 4.9744], [0.3392, 2.7603, -2.7190], [-3.1678, -0.1417, 4.2171], [-0.8824, 1.9239, 2.7323], [-0.9555, -3.4262, 3.5661], [-1.6026, 4.0861, 3.1890], [1.8755, 2.3324, 0.1753], [2.5717, -1.3624, 1.5590], [2.7975, -2.7614, 1.0491], [-1.7499, -5.3998, 2.2097], [3.6264, 2.5419, 1.9288], [-4.2793, 0.6392, 3.9825], [2.0711, -0.2634, -3.8937], [1.0324, -2.5247, -3.6545], [3.0225, 6.6810, 1.7994], [0.6578, -5.2294, 2.9831], [-1.0921, -0.1018, -0.8299], [-0.5955, -4.4821, 2.5413], [-0.5445, 4.6356, -4.1052], [2.0413, -1.5606, -3.0913], [0.2842, -3.7756, -1.7938], [-1.4488, -1.0440, 0.2849], [2.3517, 3.1296, 1.3040], [2.4857, 4.5821, 0.9278], [-1.0404, 2.2788, -4.7262], [-0.8013, 3.2137, -3.5739], [-2.9583, -4.8506, 0.2157], [-1.6259, 3.0000, 2.3750], [-1.4026, -0.0093, -5.2750], [-0.2160, 2.1941, -5.4469], [-0.3025, -3.9094, 1.6512], [-5.0240, 0.2467, 5.8842], [0.9458, -0.7012, 0.6954], [0.4121, -4.7670, -1.3535], [-6.0833, 1.0710, 4.7609], [-2.2790, -1.7074, -0.0462], [-1.7475, -1.0007, -4.9957], [2.4839, 2.4450, -0.6381], [0.4975, 1.8002, -3.0075], [1.5799, 4.9091, 0.3856], [-2.0088, 0.3370, -6.1208], [0.5219, 4.7501, -4.2915], [-2.0713, -5.8951, 3.1338], [-0.8965, 5.3758, -3.3892], [0.5280, -5.9213, 3.8157], [3.1007, -2.8037, 0.0018], [2.9422, 0.3312, -3.6132], [2.0905, 1.3417, 0.3593], [-2.2380, 4.8136, 2.9114], [-0.6323, -1.8035, 0.3250], [3.6228, 7.1457, 2.5776], [1.2523, -2.7617, -4.6969], [1.8744, -3.3485, 1.1009], [3.9692, 3.1569, 2.7576], [3.3907, 1.5381, 2.2806], [2.1843, -0.3562, -4.9791], [3.5046, -0.8615, 1.8234], [-1.4412, -6.2193, 1.5581], [4.4287, 2.5030, 1.1849], [-2.4767, -0.1584, 3.4818], [0.6026, -3.0523, -1.0317], [-3.6641, -4.0919, -0.1064], [-1.1096, 4.8347, -5.0156], [-1.8599, 2.6553, -5.3586], [-0.4637, 1.8461, 3.6431], [-3.3642, -5.8424, 0.0101], [4.0713, -1.5976, -2.6311], [0.0495, -2.0240, -3.6235], [1.1803, 3.2610, -2.9916], [-1.0931, 4.1506, 4.0503], [1.7379, -1.2846, -2.0668], [2.0452, 7.1745, 1.8543], [-0.9950, -0.7072, -1.7490], [-1.6727, 3.2917, -2.9179], [3.2609, 4.6591, 0.1354], [1.1126, 0.2351, -3.7386], [-3.1948, -0.8037, 4.9721], [1.6384, 3.0932, 2.1372], [1.0471, -5.8096, 2.1360], [3.4849, 6.8274, 0.8219], [-0.7880, -3.6126, -1.9798], [-1.0002, 1.0546, 2.1960], [3.5652, -3.3129, 1.5968], [2.0263, -1.3492, 2.5111], [3.2891, -2.9989, -2.4616], [-1.9767, -4.7715, -0.2511], [-0.3815, -0.1005, -5.6597], [-0.0832, 0.3320, -0.7151], [1.4909, -4.5597, 3.2035], [-0.9818, -3.9148, 4.4583], [-0.1365, -2.8275, 3.5872]], "forces_ev_per_angstrom": [[0.4, 0.1, 1.0], [0.1, 0.4, 0.1], [0.7, 0.2, 0.0], [0.1, -0.2, 0.0], [-0.2, 0.0, -0.1], [-0.2, -0.2, -0.2], [0.4, 0.2, 0.1], [-0.2, 0.2, -0.4], [0.1, -0.2, 0.1], [0.0, -0.4, 0.2], [-0.2, 0.4, 0.3], [-0.9, -0.4, 0.6], [-0.1, 0.2, 0.1], [-0.4, -0.4, 0.2], [0.3, 0.2, -0.7], [-0.6, 0.0, -0.6], [-0.8, 0.5, -0.2], [-0.1, -0.2, -0.1], [0.0, -1.1, -0.7], [-0.4, -0.4, -0.5], [0.1, -0.7, -0.3], [0.3, 0.1, 0.4], [-0.1, -0.8, 0.0], [0.1, -0.1, 0.6], [-0.1, 0.4, -0.6], [0.3, -0.7, 0.5], [0.0, -0.1, -0.3], [-0.4, -0.1, -0.4], [-0.4, 0.1, 0.1], [0.4, -0.5, -0.8], [0.0, 0.8, -1.4], [1.1, 0.6, 0.4], [-0.3, -0.3, 0.2], [1.0, 0.4, 0.3], [-0.5, -0.4, 0.4], [-0.1, -1.4, 0.5], [0.5, -0.2, 1.2], [0.7, -0.5, -1.3], [-0.9, -0.1, -0.9], [0.7, 0.8, 0.1], [0.0, -0.3, 0.7], [0.7, 0.4, 0.2], [0.6, 0.5, -1.5], [0.4, 0.0, 0.5], [-0.3, -0.1, -0.1], [-0.1, 0.0, 0.0], [0.0, 0.0, 0.0], [-0.1, 0.0, -0.1], [-0.1, 0.1, 0.3], [-0.2, 0.4, -0.3], [-0.1, 0.2, 0.7], [-0.1, 0.7, 0.1], [0.2, -0.1, 0.6], [-0.3, 0.3, 0.6], [-0.1, -0.1, 0.1], [0.0, 0.3, -0.2], [-0.3, 0.2, 0.0], [0.3, 0.0, 0.1], [-0.2, 0.1, 0.1], [0.1, 0.4, 0.0], [-0.3, 0.3, 0.4], [-0.7, 0.2, 0.3], [0.1, 0.2, 0.2], [0.2, 0.3, 0.0], [0.2, -0.3, 0.0], [0.2, 0.1, 0.0], [0.0, 0.0, 0.1], [0.0, 0.0, 0.1], [0.2, -0.1, 0.1], [0.0, -0.6, 0.1], [0.1, 0.0, -0.5], [0.1, 0.2, -0.2], [0.0, -0.1, 0.1], [0.2, -0.1, 0.0], [0.3, 0.2, -0.3], [0.1, 0.0, -0.3], [0.1, -0.1, -0.1], [-0.1, 0.0, 0.3], [-0.1, 0.2, 0.0], [0.0, 0.0, 0.0], [-0.1, 0.2, -0.1], [-0.1, -0.2, 0.0], [0.0, 0.1, 0.0], [-0.1, -0.1, 0.0], [-0.1, 0.0, -0.1], [0.0, 0.0, -0.3], [0.1, -0.3, 0.2], [-0.2, -0.5, -0.2], [0.1, 0.0, 0.2], [0.2, 0.3, 0.1], [0.3, 0.0, -0.1], [-0.4, -0.1, -0.4], [-0.2, -0.2, 0.1], [0.0, 0.2, 0.0], [0.0, 0.0, 0.1], [-0.1, 0.1, 0.0], [-0.1, 0.1, 0.2], [-0.2, -0.2, -0.1], [0.2, -0.1, -0.3], [-0.1, 0.3, -0.2], [0.0, -0.2, 0.1], [-0.1, -0.1, 0.4], [-0.2, 0.2, 0.3], [-0.1, 0.3, 0.1], [-0.2, 0.2, 0.2]], "mulliken_charge": [0.361, 0.227, 0.531, 0.999, -0.564, -0.365, -0.485, -0.097, -0.849, 0.248, -0.334, -0.636, 0.046, -0.770, -0.427, -0.247, -0.266, 0.267, -0.503, -0.420, 0.157, -0.606, -0.420, -0.867, -1.677, 0.572, -0.994, -0.701, -0.744, -1.606, 1.804, 1.824, -1.475, 2.014, -0.346, -1.212, 0.878, -0.694, -1.139, 0.763, -0.449, 0.727, -0.945, 0.348, -0.820, 0.174, -0.461, 0.357, 0.259, 0.476, 0.329, 0.280, -0.191, 0.351, 0.328, 0.418, 0.384, 0.327, 0.404, 0.039, 0.452, -0.344, 0.286, 0.363, 0.270, 0.349, -0.254, 0.434, 0.352, 0.367, 0.373, 0.425, 0.359, 0.178, -0.003, 0.252, 0.418, 0.543, 0.295, 0.343, 0.308, 0.117, 0.289, 0.157, -0.862, 0.270, -0.479, -0.006, 0.401, -0.395, 0.245, -0.267, 0.386, 0.322, 0.262, -0.686, 0.436, 0.433, 0.289, 0.095, 0.240, -0.454, 0.425, 0.248, 0.186], "e_homo_ev": -13.08, "total_energy_ha": -2577.99256, "total_charge": 2, "largest_force_ev_per_a": 1.7, "multiplicity": 1, "e_lumo_ev": -5.752}